# C60H52EuN9O5P

A molecular structure, C60H52EuN9O5P in a non-equilibrium geometry (ωB97M-V with the def2-TZVPD basis set, the OMol25 dataset).

The molar mass is 1162.07 g mol⁻¹. The calculation puts the highest occupied orbital energy (spin up / spin down) at -11.16 / -12.27 eV. The lowest unoccupied orbital energy (spin up / spin down) is -4.84 / -4.83 eV. Its spin multiplicity is 8. Its net charge is +2.

```
128
Properties=species:S:1:pos:R:3:forces:R:3
Eu 0.077 0.698 0.021 0.091 0.699 0.171
P 0.666 -2.991 -0.924 -0.235 1.128 0.351
O 1.619 2.117 -1.517 0.443 0.150 -0.184
O -2.380 -0.634 -0.921 -0.239 -0.020 -0.112
O -3.654 7.783 2.227 -0.174 0.825 0.137
O 1.219 0.691 2.446 0.171 -0.082 0.298
O -5.095 6.185 2.285 -0.763 -0.020 0.234
N 2.196 -0.763 0.057 0.484 -0.943 -0.273
N -3.990 6.636 2.124 0.782 -0.442 -0.195
N 0.276 3.113 0.967 0.072 0.721 0.294
N -1.317 -3.556 0.955 0.077 0.359 -0.077
N 0.090 -0.462 -2.176 0.092 -0.971 -0.946
N -2.213 2.469 0.082 -0.376 0.205 -0.085
N 3.237 -2.727 0.013 -0.151 0.393 -0.005
N -0.685 -1.436 1.080 -0.200 -1.305 0.211
N -0.275 -2.256 -3.428 0.018 0.328 0.240
C 4.124 -1.836 0.531 -0.162 0.719 0.125
C -0.595 -1.179 -4.202 -0.039 0.738 0.276
C 4.257 1.743 0.256 0.227 -0.204 -0.029
C 7.846 -1.639 0.793 0.059 0.020 0.037
C 0.127 -1.798 -2.214 0.203 0.228 0.167
C -2.468 -0.587 -5.666 0.109 -0.170 0.026
C 1.765 4.615 2.112 -0.138 0.303 0.099
C -2.074 3.613 0.791 -0.429 0.169 -0.132
C -3.165 4.483 1.058 0.007 -0.315 -0.056
C -0.749 3.956 1.247 0.403 0.270 0.257
C 7.094 -3.485 2.130 0.066 -0.066 0.008
C 5.785 -3.217 1.773 0.001 0.184 -0.028
C -3.057 -0.028 5.115 0.011 0.080 0.041
C -0.558 5.162 1.961 0.018 -0.564 -0.279
C 1.489 3.455 1.388 -0.310 -0.166 -0.139
C -0.732 3.999 -4.603 0.019 -0.071 -0.003
C -3.099 -3.696 2.704 -0.169 -0.252 0.003
C -1.878 0.686 2.724 0.169 -0.167 -0.417
C -3.416 2.185 -0.394 0.195 -0.005 -0.019
C -1.368 -1.948 -7.809 -0.008 -0.054 -0.078
C -2.240 1.663 3.634 0.027 0.106 -0.108
C 8.126 -2.702 1.639 -0.028 0.029 0.007
C -2.669 -1.010 4.223 0.123 0.074 -0.113
C -2.835 1.311 4.835 0.007 -0.040 -0.094
C -0.353 -0.063 -3.414 0.085 -0.690 -0.147
C 3.478 -4.124 -0.222 0.146 -0.726 -0.139
C -4.415 -3.246 2.598 0.146 -0.136 -0.042
C -1.638 -1.675 2.045 0.135 -0.731 -0.329
C -0.482 1.335 -3.824 -0.131 0.356 0.026
C -0.514 -2.594 0.436 0.230 0.332 0.064
C -0.177 1.721 -5.131 0.053 0.019 0.245
C 5.287 1.719 2.838 -0.040 0.031 0.016
C 5.497 -2.149 0.922 0.286 -0.167 0.025
C -0.300 3.044 -5.511 -0.011 0.065 -0.023
C -2.808 -4.773 3.537 -0.066 0.174 -0.049
C 4.955 2.838 0.739 -0.025 -0.001 -0.037
C -0.362 -3.632 -3.838 -0.050 -0.694 -0.224
C 2.089 -2.060 -0.262 -0.129 0.340 -0.060
C -2.592 -1.314 -7.946 0.027 -0.013 0.042
C -1.047 3.624 -3.306 -0.032 -0.054 0.119
C -1.243 -1.241 -5.513 -0.186 -0.149 -0.212
C 6.540 -1.358 0.441 -0.116 -0.172 -0.027
C -1.665 6.015 2.214 -0.658 0.144 -0.098
C -0.695 -1.923 -6.598 -0.044 0.197 0.084
C -2.074 -0.666 3.006 -0.026 0.372 0.160
C -3.816 -5.368 4.276 -0.019 -0.088 0.035
C 4.591 0.622 2.358 -0.038 0.057 -0.117
C -3.140 -0.632 -6.871 -0.020 0.050 -0.035
C -4.548 2.965 -0.174 0.089 0.376 0.204
C 5.472 2.827 2.025 -0.023 0.003 0.060
C -5.120 -4.913 4.172 0.036 0.011 -0.017
C -5.420 -3.857 3.324 -0.037 0.014 0.032
C -2.042 -2.999 1.965 -0.112 0.697 0.138
C -2.914 5.688 1.793 1.062 -0.113 0.164
C -4.429 4.121 0.559 -0.073 -0.342 -0.209
C 4.068 0.623 1.062 0.106 0.126 0.063
C 0.738 5.480 2.401 0.003 -0.306 -0.156
C -1.403 -4.929 0.532 -0.057 -0.680 -0.163
C 3.466 -0.616 0.548 0.112 -0.618 -0.070
C -0.920 2.301 -2.917 -0.137 -0.395 -0.010
H -3.532 -0.308 6.042 -0.030 -0.062 0.139
H -1.003 -3.698 -4.716 0.007 -0.018 0.148
H -2.892 -0.045 -4.832 -0.018 0.037 0.072
H 6.320 -0.539 -0.228 -0.011 0.094 -0.055
H -3.055 -1.046 -0.366 0.034 0.008 -0.005
H -5.291 4.741 0.751 0.049 -0.034 -0.044
H -0.646 -5.541 1.027 -0.034 0.034 -0.024
H 8.649 -1.033 0.404 0.075 0.068 -0.030
H -1.463 0.968 1.748 -0.504 0.026 0.911
H -2.822 -2.045 4.475 0.000 -0.075 0.067
H 2.774 4.818 2.433 0.124 0.007 -0.001
H -1.789 -5.120 3.632 0.128 -0.042 0.023
H -1.197 1.985 -1.908 0.024 0.314 -0.429
H -4.091 -0.134 -6.974 -0.105 0.060 -0.020
H 5.121 3.693 0.102 0.035 0.094 -0.086
H -3.578 -6.186 4.938 -0.004 -0.098 0.062
H 0.621 -4.026 -4.101 -0.062 0.031 0.038
H 4.549 -4.301 -0.309 -0.099 0.054 -0.004
H -6.437 -3.506 3.235 -0.090 0.028 0.001
H -0.058 3.331 -6.522 0.029 0.049 -0.121
H -5.901 -5.380 4.751 -0.079 -0.048 0.049
H -5.500 2.665 -0.583 -0.074 -0.020 -0.052
H -3.493 1.298 -1.005 0.051 -0.030 0.094
H 2.298 2.777 1.135 -0.134 0.069 0.087
H 9.146 -2.916 1.916 0.104 -0.032 0.022
H 4.495 -0.267 2.966 -0.033 -0.076 0.079
H -3.121 -1.351 -8.886 -0.027 0.001 -0.116
H 0.896 6.394 2.951 0.090 0.108 0.089
H 1.952 1.763 -2.355 -0.171 0.027 0.122
H -0.933 -2.463 -8.649 0.055 -0.083 -0.108
H 3.919 1.721 -0.770 -0.076 0.027 0.022
H 2.991 -4.433 -1.147 0.086 -0.002 0.106
H -1.406 4.361 -2.603 -0.035 0.080 0.102
H 7.313 -4.310 2.790 0.006 -0.075 0.075
H 0.163 0.984 -5.842 0.054 -0.060 -0.080
H -1.260 -5.003 -0.546 -0.047 0.009 0.104
H 0.778 0.739 3.305 -0.054 0.000 -0.116
H 4.985 -3.821 2.176 -0.080 -0.058 0.035
H -2.385 -5.319 0.793 0.061 0.035 -0.060
H 1.707 3.078 -1.592 -0.131 -0.146 0.007
H -0.783 -4.238 -3.035 0.016 0.033 -0.129
H 3.088 -4.722 0.604 0.046 -0.044 -0.062
H 6.042 3.670 2.383 0.055 0.121 0.065
H 2.151 0.499 2.635 -0.186 0.059 -0.082
H -4.643 -2.412 1.948 -0.019 0.083 -0.028
H -2.072 2.703 3.396 -0.003 0.128 0.016
H -0.831 5.028 -4.909 -0.021 0.139 -0.035
H -1.507 6.948 2.740 -0.037 -0.006 0.022
H 0.269 -2.402 -6.512 0.088 -0.066 0.039
H -2.657 -0.777 -1.835 0.015 -0.011 0.009
H 5.704 1.698 3.834 0.029 0.008 0.062
H -3.132 2.072 5.538 -0.033 0.093 0.094
```
Positions in Å, forces in eV/Å.